[1]
Computed, not measured: a molecular structure, C32H63ClF3O6PSi2, with the ωB97M-V functional and the def2-TZVPD basis.

Last column: Löwdin charge in e.
Positions of all 108 atoms, in Å:
C -4.701 2.445 0.473  -0.041
C -4.246 1.132 0.271  -0.200
C -4.292 0.453 -1.088  -0.229
Si -2.912 0.942 -2.289  0.477
C -3.204 2.779 -2.639  -0.211
C -2.247 3.625 -2.961  -0.069
C -3.269 0.067 -3.934  -0.227
C -2.510 0.686 -5.153  -0.336
C -3.283 1.812 -5.865  -0.545
Cl -2.072 3.060 -6.371  0.533
O -1.336 0.844 -1.744  -0.285
Si -0.728 -0.522 -0.977  0.387
C -1.745 -1.226 0.448  -0.242
C -0.953 -2.305 1.265  -0.244
C -1.233 -2.204 2.778  -0.211
C -0.178 -2.935 3.634  -0.182
C 1.278 -2.477 3.353  -0.200
C 1.958 -1.778 4.573  -0.186
C 3.480 -2.022 4.455  -0.212
C 4.113 -1.087 3.397  -0.219
C 5.611 -0.939 3.717  -0.271
C 6.481 -0.486 2.515  -0.111
C 0.943 0.034 -0.224  -0.178
C 0.835 1.038 0.929  -0.321
O 0.327 0.456 2.105  -0.020
C 0.124 2.358 0.584  -0.610
F 0.438 2.819 -0.613  0.165
F 0.584 3.295 1.455  0.115
F -1.184 2.328 0.771  0.161
P -0.114 -2.210 -2.329  0.851
C -0.331 -1.734 -4.122  -0.323
C -1.222 -3.690 -2.031  -0.452
C -2.740 -3.427 -2.214  -0.164
H -4.100 3.333 0.296  0.047
H -5.701 2.527 0.910  0.046
H -3.889 0.603 1.160  0.083
H -5.215 0.824 -1.538  0.082
H -4.443 -0.625 -0.978  0.074
H -4.235 3.137 -2.581  0.068
H -1.304 3.248 -3.346  0.048
H -2.421 4.695 -2.884  0.062
H -4.339 0.258 -4.123  0.083
H -3.163 -1.021 -3.898  0.047
H -1.546 1.075 -4.810  0.049
H -2.273 -0.143 -5.825  0.101
H -4.040 2.259 -5.226  0.061
H -3.697 1.393 -6.780  0.069
H -1.949 -0.411 1.151  0.056
H -2.659 -1.729 0.124  0.060
H 0.111 -2.328 1.022  0.079
H -1.347 -3.284 0.966  0.096
H -2.174 -2.753 2.932  0.109
H -1.425 -1.181 3.113  0.097
H -0.378 -2.853 4.706  0.097
H -0.256 -3.993 3.356  0.105
H 1.361 -1.776 2.519  0.077
H 1.849 -3.367 3.066  0.105
H 1.740 -0.713 4.457  0.083
H 1.552 -2.182 5.504  0.101
H 3.663 -3.040 4.094  0.105
H 3.999 -1.909 5.413  0.105
H 3.670 -0.083 3.450  0.111
H 3.938 -1.449 2.380  0.107
H 5.757 -0.236 4.543  0.106
H 6.018 -1.899 4.056  0.099
H 6.058 -0.830 1.568  0.063
H 7.490 -0.877 2.660  0.062
H 6.508 0.607 2.470  0.065
H 1.491 0.544 -1.027  0.088
H 1.533 -0.838 0.061  0.074
H 1.864 1.344 1.176  0.159
H 0.639 1.021 2.843  0.052
H -0.238 -0.659 -4.273  0.007
H 0.514 -2.190 -4.649  0.025
H -1.231 -2.170 -4.562  0.029
H -0.928 -4.391 -2.821  0.062
H -0.978 -4.172 -1.086  0.047
H -2.990 -3.627 -3.261  0.064
H -3.337 -4.126 -1.617  0.070
H -3.037 -2.402 -1.984  0.021
O 0.890 1.841 4.330  0.081
C 0.145 1.891 5.280  -0.488
O 0.186 0.910 6.186  0.012
C -0.526 0.939 7.429  -0.222
C -1.954 0.465 7.262  -0.059
C -0.876 2.990 5.407  0.031
H -0.463 1.927 7.888  0.116
H 0.009 0.257 8.088  0.125
H -2.518 1.114 6.592  0.070
H -2.464 0.440 8.226  0.084
H -1.971 -0.535 6.828  0.083
H -1.740 2.740 4.791  0.104
H -0.432 3.913 5.040  0.098
H -1.201 3.180 6.427  0.072
O 4.212 -1.614 -5.672  0.106
C 3.825 -0.477 -5.672  -0.529
O 2.560 -0.211 -6.054  -0.009
C 1.946 1.076 -5.935  -0.237
C 2.288 1.960 -7.117  -0.060
C 4.753 0.666 -5.332  0.010
H 2.191 1.539 -4.977  0.116
H 0.871 0.892 -5.922  0.104
H 3.359 2.154 -7.178  0.067
H 1.769 2.917 -7.045  0.080
H 2.000 1.473 -8.049  0.086
H 5.347 0.912 -6.211  0.096
H 5.416 0.340 -4.533  0.091
H 4.247 1.560 -4.975  0.068

The molecular weight is 723.44 g/mol. The total energy is -92209.2714 eV.

***

[2]
Computed, not measured: a molecular structure, C32H63F6N5O10V, with the ωB97M-V functional and the def2-TZVPD basis.

Last column: Löwdin charge in e.
Positions of all 117 atoms, in Å:
O -0.986 -0.455 0.546  -0.250
V -0.848 -1.952 0.076  1.068
C -3.651 -1.849 -1.851  -0.404
O -4.258 -0.920 -0.918  -0.119
O -2.358 -1.935 -1.506  -0.207
C -4.601 -3.111 -2.018  -0.523
F -5.454 -2.997 -3.019  0.170
F -3.849 -4.247 -2.100  0.109
F -5.349 -3.360 -0.920  0.103
C -5.436 -0.250 -1.387  -0.224
C -5.715 0.777 -0.214  -0.065
H -4.961 1.553 -0.108  0.063
H -6.769 1.047 -0.123  0.067
H -5.701 0.176 0.701  0.063
H -6.382 -0.791 -1.379  0.113
H -5.159 0.387 -2.227  0.110
H -3.535 -1.353 -2.824  0.152
C 1.861 -3.162 2.111  -0.366
O 2.531 -3.942 1.070  -0.143
O 0.876 -2.446 1.465  -0.238
C 1.340 -3.905 3.401  -0.553
F 1.120 -5.174 3.150  0.164
F 2.219 -3.768 4.425  0.120
F 0.193 -3.416 3.913  0.128
C 3.823 -4.456 1.367  -0.262
C 4.303 -5.263 0.167  -0.077
H 5.307 -5.611 0.415  0.078
H 3.733 -6.172 -0.034  0.070
H 4.283 -4.677 -0.752  0.070
H 3.872 -5.182 2.181  0.122
H 4.527 -3.628 1.480  0.121
H 2.648 -2.524 2.531  0.137
C 4.890 3.978 0.449  -0.055
C 3.958 2.813 0.865  -0.457
C 5.000 1.771 1.285  -0.165
C 4.471 0.534 2.002  -0.178
C 3.578 0.889 3.233  -0.114
C 2.507 2.034 2.877  -0.433
N 3.135 3.105 2.076  -0.055
O 2.400 4.234 1.863  -0.025
C 1.453 1.242 2.098  -0.054
C 1.797 2.417 4.219  -0.026
C 3.281 2.229 -0.397  -0.011
H 5.422 3.907 -0.497  0.086
H 5.496 4.414 1.247  0.086
H 4.396 4.952 0.334  0.075
H 5.562 1.428 0.415  0.124
H 5.700 2.297 1.937  0.117
H 5.298 -0.063 2.391  0.106
H 3.924 -0.166 1.365  0.083
H 4.259 1.185 4.035  0.110
H 3.076 0.005 3.626  0.105
H 0.642 1.956 1.896  0.085
H 1.635 0.825 1.109  0.064
H 0.807 0.550 2.641  0.093
H 2.439 3.145 4.720  0.082
H 0.842 2.925 4.088  0.080
H 1.678 1.559 4.878  0.084
H 3.853 2.500 -1.280  0.089
H 2.248 2.529 -0.587  0.057
H 3.114 1.169 -0.197  0.051
C -1.876 5.099 -0.231  -0.034
C -0.938 4.996 -1.410  -0.482
C -0.068 3.772 -1.229  -0.165
C -0.755 2.476 -1.617  -0.186
C -1.272 2.560 -3.056  -0.113
C -2.295 3.771 -3.302  -0.461
N -1.658 4.980 -2.689  -0.098
O -2.102 6.166 -3.088  -0.025
C -2.478 3.779 -4.802  -0.047
C -3.624 3.585 -2.619  -0.029
C 0.113 6.130 -1.216  -0.033
H -1.404 5.272 0.736  0.095
H -2.513 4.224 -0.078  0.068
H -2.622 5.879 -0.400  0.093
H 0.942 3.846 -1.641  0.110
H 0.285 3.638 -0.201  0.106
H -1.554 2.008 -1.036  0.108
H -0.117 1.586 -1.618  0.098
H -1.915 1.686 -3.186  0.113
H -0.360 2.385 -3.628  0.120
H -2.639 2.739 -5.092  0.083
H -3.323 4.367 -5.159  0.086
H -1.563 4.007 -5.350  0.089
H -4.228 2.863 -3.178  0.084
H -3.424 3.230 -1.609  0.062
H -4.349 4.399 -2.643  0.099
H -0.296 7.067 -0.833  0.080
H 0.558 6.326 -2.194  0.086
H 0.941 6.005 -0.516  0.082
O -2.218 -2.586 1.565  -0.050
C -3.126 -3.044 2.271  -0.495
N -4.379 -2.928 1.812  0.214
C -2.823 -3.621 3.639  0.027
H -4.555 -2.678 0.847  0.089
H -4.971 -3.612 2.261  0.114
H -2.077 -2.965 4.079  0.084
H -2.500 -4.652 3.501  0.095
H -3.732 -3.628 4.240  0.082
O 0.553 -1.416 -1.518  -0.056
C 1.756 -1.330 -1.817  -0.490
N 2.605 -1.861 -0.944  0.219
C 2.084 -0.905 -3.264  0.028
H 2.384 -2.182 -0.005  0.081
H 3.540 -1.875 -1.325  0.117
H 2.881 -1.429 -3.796  0.078
H 2.470 0.110 -3.157  0.080
H 1.260 -1.021 -3.964  0.090
O -0.732 -4.348 -0.249  -0.002
C -0.739 -5.569 -0.214  -0.538
N 0.339 -6.277 0.150  0.199
C -2.038 -6.319 -0.463  0.008
H 0.211 -7.258 0.334  0.108
H 1.137 -5.776 0.519  0.091
H -2.910 -5.925 0.056  0.084
H -2.039 -7.408 -0.488  0.076
H -2.331 -6.098 -1.494  0.078

The molecular weight is 842.81 g/mol. Its spin multiplicity is 4. The total energy is -104120.2828 eV.

***

[3]
Computed, not measured: 3 unconnected molecules or ions with the total composition C32H63IN5O5S, with the ωB97M-V functional and the def2-TZVPD basis.

Last column: Löwdin charge in e.
Positions of all 107 atoms, in Å:
C -0.202 -2.255 -4.696  -0.123
C -1.576 -2.906 -4.185  -0.241
C -1.459 -3.649 -2.765  -0.235
C -0.153 -4.585 -2.602  -0.180
C -0.365 -5.641 -1.384  -0.188
C 0.726 -5.433 -0.186  -0.196
C 0.144 -5.885 1.235  -0.189
C 0.163 -4.786 2.406  -0.166
N 0.307 -3.368 1.973  -0.039
C -0.814 -2.764 1.260  -0.331
S -2.407 -3.681 0.936  0.838
C -0.776 -1.283 0.711  -0.061
C -2.030 -0.695 -0.084  -0.215
C -3.246 -0.234 0.886  -0.093
C 0.511 -0.459 0.949  0.078
C 0.546 1.031 0.368  -0.284
O -0.249 1.847 0.913  0.089
O 1.438 1.425 -0.684  -0.016
N 1.406 0.378 -1.593  -0.140
C 1.154 1.013 -2.929  -0.005
C 2.766 -0.246 -1.532  -0.354
C 2.924 -1.639 -2.339  0.010
O 3.716 0.266 -0.887  0.058
C 1.681 -1.121 1.754  -0.064
N 2.871 -0.303 1.957  -0.013
C 2.637 0.869 2.859  -0.227
C 3.915 1.262 3.772  -0.081
C 1.528 -2.609 2.256  -0.011
C 2.770 -3.192 3.075  -0.190
C 3.915 -3.879 2.178  -0.714
C 3.921 -3.460 0.629  -0.162
I 3.938 -6.063 2.479  0.829
H -0.482 -1.435 -5.453  0.086
H 0.421 -3.027 -5.272  0.084
H 0.443 -1.795 -3.874  0.032
H -2.070 -3.609 -4.940  0.115
H -2.318 -2.031 -4.036  0.108
H -1.364 -2.823 -1.968  0.071
H -2.437 -4.227 -2.532  0.112
H 0.027 -5.090 -3.614  0.121
H 0.718 -3.904 -2.306  0.077
H -0.236 -6.697 -1.842  0.120
H -1.448 -5.620 -0.988  0.074
H 1.195 -4.395 -0.231  0.077
H 1.577 -6.175 -0.447  0.116
H 0.763 -6.788 1.612  0.098
H -0.923 -6.273 1.104  0.096
H 0.932 -5.127 3.184  0.099
H -0.861 -4.857 2.944  0.130
H -2.776 -3.492 -0.391  -0.094
H -2.484 -1.430 -0.838  0.076
H -1.755 0.243 -0.703  0.115
H -3.639 0.791 0.549  0.071
H -2.971 -0.253 1.998  0.094
H -4.121 -0.974 0.736  0.076
H 0.121 1.502 -2.900  0.096
H 1.959 1.826 -3.071  0.127
H 1.222 0.214 -3.741  0.089
H 3.746 -2.251 -1.836  0.078
H 1.902 -2.159 -2.282  0.056
H 3.160 -1.351 -3.424  0.105
H 3.699 -0.854 2.215  0.101
H 2.466 1.782 2.164  0.112
H 1.682 0.788 3.491  0.135
H 4.135 2.388 3.627  0.083
H 4.873 0.712 3.489  0.079
H 3.641 1.153 4.890  0.087
H 2.460 -3.934 3.907  0.096
H 3.241 -2.298 3.640  0.126
H 4.925 -3.518 2.612  0.090
H 3.255 -4.191 0.062  0.052
H 4.998 -3.654 0.247  0.104
H 3.711 -2.357 0.426  0.058
C 0.704 5.514 4.620  -0.072
C 0.971 4.794 3.302  -0.430
C 1.667 5.671 2.238  -0.202
O 0.824 6.636 1.618  -0.189
C 0.571 7.790 2.403  -0.104
N -0.290 4.237 2.796  0.049
H -0.167 6.167 4.576  0.065
H 0.506 4.785 5.413  0.076
H 1.567 6.109 4.928  0.079
H 1.647 3.958 3.522  0.117
H 2.003 5.013 1.428  0.118
H 2.568 6.150 2.640  0.120
H 1.443 8.085 2.994  0.092
H -0.291 7.621 3.051  0.074
H 0.313 8.611 1.731  0.090
H -0.090 3.665 1.978  0.027
H -0.839 5.014 2.424  0.076
C -4.744 4.804 -1.951  -0.070
C -5.383 3.433 -2.144  -0.427
C -4.374 2.263 -2.131  -0.210
O -3.590 2.139 -3.314  -0.194
C -2.519 3.062 -3.410  -0.109
N -6.176 3.443 -3.380  0.041
H -4.277 5.185 -2.860  0.065
H -5.504 5.536 -1.663  0.081
H -3.991 4.782 -1.159  0.078
H -6.068 3.275 -1.303  0.137
H -4.945 1.329 -2.058  0.120
H -3.729 2.300 -1.244  0.099
H -2.061 3.266 -2.436  0.090
H -2.863 3.989 -3.872  0.079
H -1.759 2.636 -4.069  0.078
H -6.689 2.567 -3.448  0.073
H -5.522 3.405 -4.163  0.073

The molecular weight is 756.86 g/mol. The total energy is -70813.2246 eV. Its charge is +1.

***

[4]
Computed, not measured: a molecular structure, C32H64BGeN8O3Rb, with the ωB97M-V functional and the def2-TZVPD basis.

Last column: Löwdin charge in e.
Positions of all 110 atoms, in Å:
Rb -0.304 -0.551 1.064  0.897
C -1.201 -0.721 5.374  -0.009
C -0.090 -1.447 4.634  -0.670
C 0.435 -2.617 5.456  -0.041
C 1.040 -0.498 4.259  -0.032
O -0.675 -1.929 3.405  -0.380
Ge -0.381 -3.439 2.511  0.914
O -1.523 -3.256 1.147  -0.323
C -2.962 -3.389 1.193  -0.677
C -3.549 -2.003 1.429  -0.031
C -3.372 -3.938 -0.164  -0.020
C -3.377 -4.341 2.307  -0.047
O 1.183 -3.070 1.718  -0.318
C 1.969 -3.959 0.896  -0.680
C 1.319 -4.079 -0.476  -0.019
C 2.085 -5.319 1.569  -0.042
C 3.334 -3.295 0.788  -0.019
H -0.826 -0.278 6.297  0.099
H -2.006 -1.414 5.624  0.094
H -1.606 0.077 4.750  0.073
H 0.831 -2.271 6.411  0.099
H 1.247 -3.127 4.928  0.081
H -0.367 -3.329 5.661  0.091
H 1.543 -0.140 5.161  0.102
H 0.683 0.393 3.731  0.058
H 1.787 -1.006 3.644  0.086
H -3.301 -1.323 0.609  0.083
H -3.184 -1.583 2.369  0.081
H -4.638 -2.045 1.483  0.099
H -3.030 -3.270 -0.956  0.089
H -4.457 -4.026 -0.232  0.095
H -2.934 -4.923 -0.322  0.092
H -3.102 -3.939 3.288  0.078
H -2.908 -5.318 2.173  0.091
H -4.458 -4.483 2.302  0.099
H 0.307 -4.480 -0.395  0.081
H 1.903 -4.738 -1.119  0.098
H 1.270 -3.101 -0.960  0.078
H 1.113 -5.819 1.619  0.077
H 2.483 -5.215 2.579  0.092
H 2.756 -5.967 1.003  0.096
H 3.233 -2.298 0.352  0.074
H 3.998 -3.882 0.151  0.096
H 3.791 -3.200 1.774  0.094
C -4.560 0.524 -4.351  -0.062
C -3.090 0.506 -4.780  -0.385
C -2.957 0.772 -6.276  -0.077
C -2.296 1.484 -3.962  -0.313
C -1.964 2.824 -4.254  -0.017
C -1.289 3.259 -3.135  -0.093
N -1.208 2.230 -2.264  -0.040
N -1.833 1.141 -2.766  0.130
B -0.462 2.123 -0.929  -0.597
N 1.078 2.320 -1.163  -0.025
C 1.736 3.377 -1.658  -0.086
C 3.075 3.033 -1.792  -0.038
C 3.136 1.703 -1.321  -0.307
N 1.931 1.294 -0.942  0.118
C 4.324 0.793 -1.159  -0.382
C 4.649 0.605 0.326  -0.055
C 5.541 1.302 -1.922  -0.069
N -0.981 3.020 0.198  -0.038
C -1.266 4.333 0.278  -0.071
C -1.542 4.639 1.590  -0.005
C -1.382 3.418 2.275  -0.292
N -1.052 2.450 1.430  0.078
C -1.506 3.133 3.744  -0.378
C -0.153 3.305 4.440  -0.059
C -2.571 4.002 4.407  -0.066
H -5.134 -0.227 -4.898  0.078
H -4.654 0.325 -3.283  0.076
H -5.004 1.502 -4.551  0.086
H -2.687 -0.489 -4.566  0.129
H -3.364 1.752 -6.538  0.078
H -1.914 0.744 -6.599  0.071
H -3.509 0.026 -6.848  0.080
H -2.223 3.401 -5.126  0.099
H -0.873 4.228 -2.907  0.105
H -0.579 1.028 -0.507  -0.030
H 1.229 4.310 -1.849  0.121
H 3.891 3.678 -2.083  0.107
H 4.042 -0.186 -1.565  0.128
H 4.940 1.557 0.775  0.091
H 3.781 0.229 0.867  0.066
H 5.471 -0.101 0.456  0.084
H 5.874 2.268 -1.534  0.086
H 6.372 0.604 -1.825  0.086
H 5.334 1.426 -2.990  0.066
H -1.285 4.959 -0.601  0.113
H -1.832 5.595 1.990  0.103
H -1.809 2.085 3.831  0.111
H 0.174 4.345 4.386  0.087
H -0.219 3.025 5.494  0.079
H 0.614 2.692 3.964  0.063
H -2.300 5.059 4.354  0.079
H -3.542 3.879 3.925  0.085
H -2.675 3.743 5.462  0.079
N 2.528 2.021 -4.750  0.191
C 2.416 0.555 -4.387  -0.113
C 1.015 0.370 -3.827  -0.275
N 0.914 -0.838 -3.029  0.050
H 3.436 2.271 -5.138  0.165
H 2.378 2.553 -3.869  0.114
H 1.797 2.288 -5.412  0.167
H 3.173 0.392 -3.622  0.100
H 2.646 -0.043 -5.265  0.133
H 0.275 0.384 -4.630  0.121
H 0.820 1.261 -3.223  0.079
H 1.114 -0.554 -2.073  0.037
H -0.048 -1.150 -3.056  0.071

The molecular weight is 777.81 g/mol. Its spin multiplicity is 2. The total energy is -110132.5923 eV. Its charge is +1.